Here is C60H45F3NP3SSiTc as an isolated structure at a distorted geometry from the OMol25 dataset. Energies are from the ωB97M-V functional and the def2-TZVPD basis.

Geometry as ORCA input:
```
! RIJCOSX wB97M-V def2-TZVPD def2/J DEFGRID3
* xyz 2 4
Tc -0.293 0.132 -0.332
C 0.568 -5.821 0.034
C 1.613 -5.039 0.501
C 1.391 -3.727 0.883
C 0.105 -3.197 0.801
C -0.939 -3.976 0.299
C -0.708 -5.287 -0.071
P -0.294 -1.532 1.436
C -1.846 -1.843 2.330
C -1.929 -3.007 3.100
C -3.051 -3.255 3.867
C -4.098 -2.346 3.878
C -4.030 -1.204 3.099
C -2.913 -0.955 2.320
C 0.936 -1.299 2.748
C 0.756 -1.717 4.058
C 1.806 -1.611 4.954
C 3.027 -1.100 4.543
C 3.186 -0.639 3.246
C 2.141 -0.719 2.336
Si 2.140 0.123 0.618
C 3.333 -0.637 -0.654
C 4.698 -0.822 -0.462
C 5.500 -1.294 -1.487
C 4.954 -1.586 -2.729
C 3.595 -1.433 -2.931
C 2.792 -0.977 -1.894
P 1.023 -0.727 -2.213
C 1.192 0.461 -3.586
C 0.997 0.135 -4.923
C 1.305 1.064 -5.905
C 1.802 2.311 -5.563
C 1.995 2.639 -4.229
C 1.694 1.718 -3.244
C 0.431 -2.293 -2.892
C 1.089 -3.483 -2.594
C 0.560 -4.682 -3.034
C -0.632 -4.702 -3.741
C -1.296 -3.520 -4.031
C -0.770 -2.318 -3.600
C 2.488 1.937 1.105
C 3.753 2.495 1.242
C 3.915 3.768 1.767
C 2.811 4.495 2.186
C 1.542 3.962 2.044
C 1.380 2.694 1.497
P -0.312 2.076 1.190
C -1.027 1.914 2.850
C -0.173 1.616 3.911
C -0.687 1.420 5.179
C -2.053 1.511 5.399
C -2.907 1.795 4.346
C -2.404 1.970 3.070
C -0.978 3.598 0.425
C -0.296 4.022 -0.717
C -0.688 5.165 -1.388
C -1.751 5.916 -0.908
C -2.401 5.523 0.250
C -2.028 4.367 0.915
H 0.746 -6.847 -0.248
H 2.605 -5.456 0.583
H 2.207 -3.127 1.262
H -1.935 -3.560 0.224
H -1.527 -5.895 -0.423
H -1.122 -3.724 3.068
H -3.109 -4.162 4.452
H -4.974 -2.538 4.478
H -4.861 -0.515 3.080
H -2.884 -0.082 1.682
H -0.196 -2.106 4.387
H 1.664 -1.939 5.972
H 3.845 -1.038 5.242
H 4.123 -0.201 2.938
H 5.138 -0.588 0.495
H 6.559 -1.421 -1.325
H 5.582 -1.923 -3.538
H 3.152 -1.659 -3.890
H 0.627 -0.840 -5.206
H 1.175 0.802 -6.943
H 2.049 3.024 -6.333
H 2.402 3.603 -3.963
H 1.875 1.945 -2.197
H 2.012 -3.465 -2.034
H 1.079 -5.603 -2.819
H -1.056 -5.642 -4.056
H -2.224 -3.540 -4.580
H -1.278 -1.389 -3.827
H 4.618 1.930 0.931
H 4.903 4.192 1.861
H 2.934 5.479 2.612
H 0.673 4.527 2.351
H 0.892 1.552 3.740
H -0.018 1.202 5.996
H -2.451 1.353 6.390
H -3.970 1.876 4.518
H -3.089 2.147 2.253
H 0.562 3.450 -1.050
H -0.168 5.472 -2.284
H -2.065 6.805 -1.433
H -3.205 6.119 0.653
H -2.544 4.090 1.819
F -6.158 0.319 -2.737
C -5.086 -0.072 -2.056
F -4.880 -1.364 -2.344
F -5.397 -0.013 -0.747
C -3.882 0.781 -2.347
C -3.954 1.937 -3.098
C -2.783 2.667 -3.293
C -1.617 2.246 -2.683
N -1.551 1.163 -1.912
C -2.659 0.403 -1.778
S -2.421 -1.030 -0.867
H -4.893 2.239 -3.536
H -2.781 3.553 -3.903
H -0.694 2.784 -2.831
*
```

- <S²>: 3.7803
- Frontier orbital gap (spin up / spin down): 7.5 / 6.1 eV
- HOMO energy (spin up / spin down): -12.983 / -13.232 eV
- Strongest force on any atom: 1.3 eV/Å
- Molecular weight: 1088.10 g/mol